# 1
Formula: C6H13O2
Source: the OMol25 dataset
Level of theory: the ωB97M-V functional and the def2-TZVPD basis

Geometry as XYZ:
```
21
Properties=species:S:1:pos:R:3
C -1.40571 -0.95639 -0.02482
C -1.94981 -0.03052 -1.12053
C -2.59882 -1.34223 0.86757
C -0.84140 -2.29684 -0.55944
H -0.68224 -0.47280 0.62908
H -2.87092 -0.45287 -1.53396
H -3.40863 -1.74063 0.25314
H -2.40295 -2.02156 1.70786
H -2.94484 -0.43565 1.36825
H -0.05161 -2.25878 -1.29938
H -0.44093 -2.83211 0.32367
H -1.60071 -2.97421 -0.93410
H -1.19111 -0.01393 -1.89517
H -2.10624 1.00888 -0.84119
C 3.05583 1.53263 0.97430
C 1.71076 1.12608 0.13853
O 0.70774 1.77419 0.52085
O 1.88099 0.49533 -0.89109
H 3.96354 0.99374 0.73599
H 2.75425 1.28929 1.99186
H 3.05421 2.58086 0.74849
```

## Properties
* spin multiplicity: 2
* E: -386.79873 Eh
* F_max: 4.97 eV Å⁻¹
* M: 117.2 g mol⁻¹

***

# 2
Formula: C6H13O2S
Source: the OMol25 dataset
Level of theory: the ωB97M-V functional and the def2-TZVPD basis

Geometry as XYZ:
```
22
Properties=species:S:1:pos:R:3
C -2.16188 -1.04202 0.31957
C -2.68068 1.18154 0.28144
C -0.83279 -1.27229 -0.43491
C 0.07000 1.31685 -0.98536
C 3.03189 0.43118 0.28116
C 2.05272 -0.69327 -0.00504
O 0.02149 0.38785 1.45907
O -2.83683 -0.00353 -0.24783
S 0.37608 0.04769 0.11281
H -2.81669 -1.87922 0.15657
H -2.04169 -1.16540 1.45064
H -2.22170 1.42291 1.25581
H -3.23458 1.86242 -0.16917
H -0.30189 -2.12133 -0.09402
H -0.83025 -1.21566 -1.57510
H 0.20452 0.86897 -1.97864
H 0.39706 2.16704 -0.51055
H 2.93859 1.09333 -0.58479
H 2.54306 1.08564 1.09669
H 4.16204 0.15254 0.39457
H 2.01433 -1.41421 0.71353
H 2.14724 -1.21104 -0.93645
```

## Properties
* total charge: +1
* E: -784.60601 Eh
* F_max: 4.66 eV Å⁻¹
* M: 149.2 g mol⁻¹

***

# 3
Formula: C6H13O4
Source: the OMol25 dataset
Level of theory: the ωB97M-V functional and the def2-TZVPD basis

Geometry as XYZ:
```
23
Properties=species:S:1:pos:R:3
O -1.89445 -0.17356 -1.79414
C -1.27901 -0.95238 -1.04187
O -1.78161 -1.94584 -0.44921
C 0.28028 -0.79519 -0.98380
C 1.01616 0.58538 -1.21414
C 1.69937 0.75689 0.16003
C 3.02764 0.65063 0.27679
C 0.82981 0.95639 1.36888
H 0.66917 -1.56175 -1.64724
H 0.54854 -1.15460 0.04121
H 0.39382 1.42790 -1.41871
H 1.68678 0.33504 -2.01828
H 3.67409 0.51269 -0.53348
H 3.63784 0.77595 1.19711
H 1.19575 0.35922 2.21231
H -0.17420 0.70696 1.22122
H 1.18728 1.92428 1.71707
H -1.53713 -0.68619 1.48673
H -0.89548 -2.06741 1.86072
O -1.10508 -1.18550 2.18019
H -3.53303 -0.09363 -0.43090
H -3.64707 0.90533 -1.53475
O -3.99947 0.71938 -0.65575
```

## Properties
* total charge: -1
* E: -537.40848 Eh
* F_max: 3.12 eV Å⁻¹
* M: 149.2 g mol⁻¹

***

# 4
Formula: C6H13O4P
Source: the OMol25 dataset
Level of theory: the ωB97M-V functional and the def2-TZVPD basis

Geometry as XYZ:
```
24
Properties=species:S:1:pos:R:3
C 0.08498 -0.61707 0.58374
C 2.51064 -0.24502 1.01943
C 1.31351 1.04560 -0.82076
C 1.62566 -1.44053 -1.03614
C -3.07431 1.86143 0.19199
C 1.42550 -0.25601 -0.05176
O 0.05721 -1.55951 1.34247
O -0.92057 0.12729 0.20800
O -2.36572 -1.84853 -0.71080
O -3.27238 0.51469 -0.23952
P -2.34308 -0.71470 0.20494
H 3.45142 -0.33043 0.46051
H 2.28661 -1.23217 1.48376
H 2.18284 0.60751 1.64631
H 0.46429 1.05886 -1.40527
H 2.17380 1.24297 -1.34211
H 1.22748 1.77674 0.05249
H 2.50370 -1.29344 -1.73956
H 1.86078 -2.46260 -0.60180
H 0.66327 -1.61710 -1.57318
H -3.95098 2.19671 0.79352
H -3.08047 2.35132 -0.71861
H -2.09172 2.02881 0.75857
H -2.73244 -1.19482 1.49381
```

## Properties
* E: -878.76633 Eh
* F_max: 4.41 eV Å⁻¹
* M: 180.1 g mol⁻¹

***

# 5
Formula: C6H13O4Pr
Source: the OMol25 dataset
Level of theory: the ωB97M-V functional and the def2-TZVPD basis

Geometry as XYZ:
```
24
Properties=species:S:1:pos:R:3
C -0.21954 -2.11467 -0.41429
O -0.74867 -2.36773 0.86720
H 0.67350 -1.46989 -0.34525
H 0.02995 -3.08005 -0.87554
H -0.92659 -1.55637 -1.05005
O 1.64738 2.03401 -1.60947
C 2.69945 1.41632 -1.72210
C 3.23115 0.59695 -0.58943
O 2.51464 0.73489 0.56173
C -0.80777 -1.21033 1.75296
C -1.86915 -0.21086 1.34419
O -1.38166 0.66580 0.32820
C -2.41932 1.24738 -0.45134
Pr 0.69205 2.16855 0.69305
H 3.19826 1.34699 -2.70802
H 4.31179 0.86069 -0.51223
H 3.23590 -0.45056 -0.97982
H -1.08122 -1.61270 2.73821
H 0.21620 -0.79511 1.76650
H -2.20599 0.37641 2.21363
H -2.75131 -0.74818 0.96205
H -1.95152 1.92003 -1.17624
H -2.96347 0.45592 -0.98822
H -3.12406 1.79252 0.19426
```

## Properties
* spin multiplicity: 4
* total charge: +1
* E: -1054.11767 Eh
* F_max: 1.80 eV Å⁻¹
* M: 290.1 g mol⁻¹

***

# 6
Formula: C6H13O4Sm
Source: the OMol25 dataset
Level of theory: the ωB97M-V functional and the def2-TZVPD basis

Geometry as XYZ:
```
24
Properties=species:S:1:pos:R:3
C 1.94541 0.71204 0.69788
O 1.73472 1.88437 -0.05390
H 1.62662 -0.17830 0.12760
H 3.01179 0.65794 0.95881
H 1.31512 0.68420 1.60302
O -0.74666 -2.94565 0.13117
C 0.10436 -3.45063 -0.59125
C 0.59671 -2.72752 -1.80497
O -0.10921 -1.59336 -2.08287
C 0.44710 1.92771 -0.79781
C -0.73269 2.13110 0.12844
O -1.17126 0.88527 0.67064
C -1.86696 1.02273 1.90330
Sm -1.96524 -1.02247 -0.83269
H 0.64709 -4.35623 -0.25854
H 0.61822 -3.48861 -2.61890
H 1.67444 -2.52258 -1.59287
H 0.52909 2.80905 -1.44867
H 0.44995 0.97736 -1.35946
H -1.56356 2.63132 -0.39440
H -0.44155 2.80099 0.95306
H -2.18076 0.02305 2.21815
H -1.19076 1.44617 2.66094
H -2.73195 1.69206 1.78333
```

## Properties
* spin multiplicity: 7
* total charge: +1
* E: -1195.07446 Eh
* F_max: 2.47 eV Å⁻¹
* M: 299.5 g mol⁻¹

***

# 7
Formula: C6H13OP
Source: the OMol25 dataset
Level of theory: the ωB97M-V functional and the def2-TZVPD basis

Geometry as XYZ:
```
21
Properties=species:S:1:pos:R:3
C 2.16884 -0.35069 0.75330
C -1.53855 2.45630 0.32472
C 0.55999 -1.15322 -1.68600
C -0.44576 1.39986 0.22594
C -0.98379 -0.03560 0.13143
C 0.06491 -1.02272 -0.20232
O 2.99111 0.21138 0.18030
P -0.00276 -2.73033 0.53416
H 2.34536 -1.00534 1.66726
H -1.86917 2.36619 1.27400
H -2.48318 2.27338 -0.41688
H -1.18805 3.39428 0.24189
H 1.71091 -1.22781 -1.82794
H -0.04090 -2.07843 -2.13492
H 0.35586 -0.25395 -2.21492
H 0.08226 1.78768 -0.63681
H 0.39671 1.41813 0.89765
H -1.68555 -0.09667 -0.59838
H -1.42044 -0.14775 1.04282
H -0.30952 -2.30615 1.74745
H 1.29171 -2.89853 0.69723
```

## Properties
* E: -652.80971 Eh
* F_max: 4.82 eV Å⁻¹
* M: 132.1 g mol⁻¹

***

# 8
Formula: C6H13P
Source: the OMol25 dataset
Level of theory: the ωB97M-V functional and the def2-TZVPD basis

Geometry as XYZ:
```
20
Properties=species:S:1:pos:R:3
C 2.91117 -0.30445 -1.03956
C -1.87739 0.04894 -0.87166
C -0.88219 -1.41020 0.88199
C 0.12572 1.61299 1.11544
C -0.58099 -0.60202 -0.37613
C 0.55408 0.62448 0.03651
P 2.14231 -0.20590 0.46530
H 3.92333 -0.69020 -1.00781
H 2.54802 -0.07804 -2.04518
H -2.13559 0.64518 -0.02618
H -2.59348 -0.67287 -1.18924
H -1.67386 0.60899 -1.78984
H -1.94050 -1.40847 0.96960
H -0.37269 -1.00076 1.69150
H -0.61414 -2.51372 0.86355
H 0.95972 2.29197 1.33159
H -0.22887 0.99298 2.06554
H -0.84672 2.10504 0.85654
H -0.08664 -1.14046 -1.11071
H 0.66871 1.09650 -0.82125
```

## Properties
* spin multiplicity: 3
* E: -577.57064 Eh
* F_max: 4.88 eV Å⁻¹
* M: 116.1 g mol⁻¹

***

# 9
Formula: C6H13S
Source: the OMol25 dataset
Level of theory: the ωB97M-V functional and the def2-TZVPD basis

Geometry as XYZ:
```
20
Properties=species:S:1:pos:R:3
C 2.23945 -0.34285 0.88199
C 2.83460 -0.62410 -0.47365
C 2.99318 -1.86763 -0.92526
H 1.24999 0.10902 0.72487
H 2.01484 -1.29418 1.36265
H 2.85852 0.32595 1.47631
H 3.12203 0.20635 -1.11314
H 3.66317 -2.13801 -1.73262
H 2.37764 -2.67741 -0.53915
C -2.97530 0.89117 1.01159
C -1.93845 1.35639 -0.00855
C -1.50217 0.26425 -0.99494
S -0.71736 -1.14530 -0.20858
H -3.95379 0.73643 0.54466
H -3.14040 1.67356 1.75565
H -2.66351 -0.01343 1.52879
H -2.25002 2.24573 -0.56190
H -1.05886 1.66034 0.57130
H -0.79950 0.71256 -1.70746
H -2.35405 -0.07881 -1.59258
```

## Properties
* spin multiplicity: 2
* E: -634.50339 Eh
* F_max: 1.61 eV Å⁻¹
* M: 117.2 g mol⁻¹

***

# 10
Formula: C6H14
Source: the OMol25 dataset
Level of theory: the ωB97M-V functional and the def2-TZVPD basis

Geometry as XYZ:
```
20
Properties=species:S:1:pos:R:3
C -2.03045 -0.98537 -0.14391
C -0.69170 -1.60284 -0.17502
C 0.48382 -0.50754 -0.07109
C 1.94672 -0.34188 -0.23230
C -0.31432 0.82057 -0.12330
C 0.14340 1.74704 0.96566
H -2.48035 -1.07804 0.85286
H -1.55194 0.40279 -0.11879
H -2.75755 -1.07154 -0.93541
H -0.57585 -2.16851 -1.10192
H -0.60149 -2.24402 0.71675
H 0.84214 -0.72305 0.93174
H 2.39014 -0.78568 -1.13696
H 2.57567 -0.71352 0.58131
H 2.32836 2.94192 -1.58211
H 2.15688 3.54989 -1.97608
H -0.25718 1.20294 -1.17416
H 1.21799 1.76335 0.78608
H -0.45922 2.65037 0.96635
H 0.09000 1.14851 1.88631
```

## Properties
* E: -236.68145 Eh
* F_max: 3.86 eV Å⁻¹
* M: 86.2 g mol⁻¹